ORCA calculation (wB97M-V/def2-TZVPD) on a single C6H5BCl2O molecule at a distorted geometry.

XYZ file:
```
15
Properties=species:S:1:pos:R:3:mulliken_charge:R:1
B 0.98 0.29 1.32 0.392
C -0.55 0.61 -1.56 -0.558
C -0.05 1.61 -0.65 0.023
C -0.91 -0.62 -1.17 -0.344
C 0.91 1.42 0.27 -0.367
C -0.91 -1.28 0.11 0.352
C -0.23 -0.87 1.25 0.174
O 1.64 0.16 -0.07 -0.482
Cl -1.95 -2.62 0.20 -0.196
Cl -0.51 -1.69 2.75 -0.187
H 1.81 0.53 2.17 -0.105
H -0.92 0.85 -2.58 0.351
H -0.56 2.67 -0.53 0.282
H -1.29 -1.43 -1.83 0.266
H 2.54 0.36 0.33 0.397
```

HOMO energy   -8.76 eV
Energy relative to the best compared isomer or geometry (same formula, charge and spin)   0.000 eV
Max |F|   0.068 hartree/bohr
LUMO   -0.28 eV

---

ORCA calculation (wB97M-V/def2-TZVPD) on a molecular structure, C4H6O2 at a distorted geometry.

XYZ file:
```
12
Properties=species:S:1:pos:R:3:mulliken_charge:R:1
O -0.09 -1.21 -1.05 -0.472
C -0.87 0.07 -0.63 -0.438
C 0.03 1.01 0.25 0.650
O -0.63 1.40 1.45 -0.538
C 1.22 0.18 0.56 -0.862
C 1.34 -0.97 0.05 -0.172
H -0.43 -2.07 -0.74 0.369
H -1.76 -0.23 -0.07 0.280
H -1.08 0.49 -1.61 0.233
H 0.31 1.92 -0.30 0.155
H 0.06 1.28 2.13 0.372
H 1.90 -1.88 -0.04 0.421
```

HOMO energy   -8.46 eV
Energy relative to the best compared isomer or geometry (same formula, charge and spin)   4.829 eV
Max |F|   0.032 hartree/bohr
LUMO   0.51 eV

---

ORCA calculation (wB97M-V/def2-TZVPD) on 2 unconnected molecules or ions with the total composition C3H8OS at a distorted geometry.

XYZ file:
```
13
Properties=species:S:1:pos:R:3:lowdin_spin:R:1
C 1.09 -1.07 -0.90 0.028
S -0.42 -1.78 -1.57 0.083
H 0.97 0.02 -0.99 0.011
H 1.17 -1.33 0.15 0.002
H 1.96 -1.48 -1.42 0.008
H -0.40 -2.96 -0.93 0.002
C 0.26 1.79 0.83 0.427
C -0.92 1.15 0.59 0.185
O -1.32 0.24 1.42 0.220
H 0.62 2.54 0.12 0.014
H 0.76 1.71 1.78 0.014
H -1.52 1.21 -0.32 0.006
H -2.24 -0.03 1.24 0.000
```

HOMO energy (alpha / beta)   -13.26 / -12.82 eV
Charge   +1
Energy relative to the best compared isomer or geometry (same formula, charge and spin)   0.708 eV
Max |F|   0.041 hartree/bohr
Expectation value of S²   0.7580
LUMO (alpha / beta)   -4.42 / -8.73 eV
Spin multiplicity   2

---

ORCA calculation (wB97M-V/def2-TZVPD) on a molecular structure, C17H71N32O24P3 at a distorted geometry.

XYZ file:
```
147
Properties=species:S:1:pos:R:3:mulliken_charge:R:1
C 4.39 -2.03 1.99 -0.982
P 2.83 -2.57 1.25 0.063
O 3.32 -3.11 -0.21 -0.476
O 2.17 -1.01 0.94 -0.249
P 0.77 -0.97 0.24 1.053
O 0.65 -1.70 -1.02 -0.655
O 0.51 0.60 0.09 -0.345
O -0.27 -1.50 1.34 -0.107
P -1.78 -1.79 0.82 0.247
O -2.24 -0.72 -0.06 -0.071
O -1.79 -3.23 0.19 -0.586
O -2.67 -1.91 2.09 -0.382
H 5.09 -2.86 2.06 0.464
H 4.13 -1.63 2.96 0.338
H 4.78 -1.21 1.39 0.292
H 4.04 -3.74 -0.08 0.288
H 1.27 0.93 -0.39 0.285
H -1.51 -3.15 -0.73 0.382
H -2.91 -2.84 2.26 0.228
C -4.56 -3.89 4.63 0.781
O -3.49 -4.26 4.14 -0.748
N -5.75 -4.20 4.06 -0.376
N -4.61 -3.15 5.77 -0.426
H -6.63 -3.92 4.44 0.161
H -5.74 -4.77 3.23 0.222
H -3.74 -2.91 6.20 0.230
H -5.46 -2.84 6.19 0.150
C -4.26 1.88 -2.41 0.449
O -4.46 2.36 -3.53 -0.894
N -3.09 1.31 -2.06 0.050
N -5.21 1.90 -1.43 -0.286
H -2.93 0.89 -1.15 0.049
H -2.36 1.27 -2.74 0.237
H -6.09 2.31 -1.65 0.209
H -5.06 1.51 -0.51 0.151
C -6.21 1.40 -6.85 0.628
O -5.17 0.94 -7.31 -0.715
N -7.42 1.23 -7.46 -0.328
N -6.24 2.12 -5.69 -0.385
H -8.28 1.61 -7.09 0.202
H -7.44 0.71 -8.31 0.203
H -5.37 2.27 -5.20 0.221
H -7.09 2.48 -5.30 0.248
C -3.34 2.43 1.56 0.590
O -4.16 1.55 1.77 -0.691
N -2.16 2.19 0.91 0.134
N -3.53 3.73 1.94 -0.308
H -1.49 2.92 0.73 0.073
H -1.96 1.26 0.60 -0.144
H -4.39 3.96 2.43 0.272
H -2.86 4.45 1.77 0.115
C -5.37 4.36 5.13 0.655
O -5.45 4.63 3.95 -0.712
N -4.23 3.85 5.69 -0.354
N -6.42 4.55 5.99 -0.417
H -4.14 3.62 6.66 0.162
H -3.46 3.70 5.07 0.224
H -7.27 4.92 5.61 0.220
H -6.38 4.34 6.97 0.154
C -4.09 -7.95 2.73 0.642
O -5.19 -7.72 3.21 -0.653
N -3.88 -8.99 1.86 -0.394
N -2.99 -7.20 3.02 -0.316
H -2.99 -9.20 1.45 0.158
H -4.67 -9.56 1.62 0.220
H -3.12 -6.43 3.65 0.199
H -2.08 -7.37 2.63 0.163
C 6.24 -3.72 4.77 0.528
O 6.30 -3.23 3.65 -0.685
N 7.35 -4.13 5.46 -0.211
N 5.07 -3.90 5.44 -0.257
H 7.32 -4.51 6.39 0.139
H 8.24 -4.01 5.01 0.111
H 4.22 -3.61 5.00 0.153
H 5.05 -4.32 6.35 0.284
C 6.26 -2.92 -2.20 0.486
O 6.44 -3.14 -1.01 -0.604
N 7.30 -2.70 -3.06 -0.367
N 5.02 -2.85 -2.75 -0.256
H 7.19 -2.50 -4.03 0.139
H 8.23 -2.74 -2.68 0.229
H 4.25 -2.99 -2.12 0.244
H 4.84 -2.67 -3.72 0.170
C -8.25 4.90 -7.04 0.564
O -8.94 4.25 -6.25 -0.695
N -6.93 4.61 -7.23 -0.249
N -8.74 5.93 -7.77 -0.324
H -6.34 5.10 -7.89 0.206
H -6.57 3.84 -6.68 0.235
H -9.70 6.18 -7.66 0.196
H -8.17 6.46 -8.41 0.173
C 7.42 1.01 -2.99 0.488
O 7.62 0.43 -4.04 -0.673
N 7.02 0.36 -1.85 -0.230
N 7.59 2.36 -2.85 -0.264
H 6.85 0.82 -0.98 0.166
H 6.90 -0.63 -1.92 0.241
H 7.88 2.87 -3.67 0.164
H 7.43 2.87 -2.00 0.179
C -6.46 8.66 -7.88 0.670
O -6.64 7.95 -8.86 -0.686
N -6.38 8.16 -6.62 -0.299
N -6.32 10.02 -7.99 -0.412
H -6.24 8.73 -5.81 0.179
H -6.49 7.17 -6.50 0.151
H -6.37 10.41 -8.91 0.221
H -6.16 10.62 -7.21 0.157
C 9.92 -5.12 7.34 0.764
O 8.81 -4.95 7.82 -0.752
N 10.18 -6.13 6.46 -0.411
N 10.97 -4.31 7.63 -0.437
H 11.08 -6.29 6.05 0.155
H 9.42 -6.74 6.22 0.230
H 10.80 -3.55 8.27 0.225
H 11.89 -4.43 7.25 0.167
C 5.60 -5.50 9.43 0.553
O 5.39 -5.07 8.30 -0.674
N 6.84 -5.88 9.83 -0.322
N 4.60 -5.62 10.36 -0.415
H 7.05 -6.24 10.74 0.158
H 7.58 -5.81 9.14 0.278
H 3.68 -5.34 10.08 0.221
H 4.75 -5.97 11.29 0.157
C -4.00 -3.06 -6.17 0.509
O -3.39 -3.80 -5.41 -0.668
N -4.38 -3.46 -7.43 -0.353
N -4.36 -1.79 -5.84 -0.190
H -4.87 -2.87 -8.07 0.171
H -4.13 -4.39 -7.71 0.205
H -4.09 -1.46 -4.93 0.127
H -4.85 -1.17 -6.46 0.186
C -0.29 4.88 -1.38 0.621
O 0.32 4.69 -0.35 -0.649
N -0.95 3.87 -2.03 -0.209
N -0.38 6.11 -1.97 -0.390
H -1.48 3.99 -2.87 0.170
H -0.90 2.96 -1.61 0.117
H 0.09 6.87 -1.51 0.229
H -0.88 6.28 -2.82 0.157
C 8.25 5.58 -1.64 0.680
O 7.30 4.90 -1.28 -0.668
N 9.54 5.24 -1.36 -0.378
N 8.08 6.74 -2.34 -0.403
H 10.33 5.79 -1.64 0.160
H 9.70 4.40 -0.84 0.222
H 7.14 7.01 -2.56 0.221
H 8.84 7.32 -2.64 0.161
```

HOMO energy   -8.31 eV
Max |F|   0.027 hartree/bohr
LUMO   0.35 eV

---

ORCA calculation (wB97M-V/def2-TZVPD) on a molecular structure, C15H17N7O2RuS7.

XYZ file:
```
49
Properties=species:S:1:pos:R:3:lowdin_spin:R:1
Ru -0.44 2.06 0.08 0.737
S 0.66 3.88 1.02 0.079
C 2.29 3.33 0.94 -0.005
C 3.25 3.98 1.78 -0.002
N 4.02 4.50 2.46 -0.008
C 2.69 2.34 0.10 0.018
S 1.57 1.62 -1.05 0.097
C 3.98 1.77 0.12 0.003
N 4.98 1.18 0.08 0.004
N -1.15 0.08 -0.45 0.000
C -0.12 -0.87 -0.01 0.002
C -0.64 -2.31 0.08 0.000
C 0.40 -3.35 0.51 0.000
C 1.46 -3.71 -0.53 0.000
N 2.11 -2.66 -1.33 0.000
C 3.07 -1.79 -0.99 0.001
N 3.66 -1.07 -1.95 0.001
N 3.50 -1.70 0.27 0.000
C 0.55 -0.33 1.28 0.002
O 1.42 -1.03 1.83 0.004
O 0.18 0.81 1.68 0.015
H -2.00 -0.07 0.09 0.000
H -1.40 -0.04 -1.42 0.001
H 0.66 -0.82 -0.77 0.002
H -1.05 -2.60 -0.90 0.000
H -1.48 -2.34 0.78 0.000
H -0.10 -4.29 0.76 0.000
H 0.87 -2.99 1.42 0.000
H 1.00 -4.35 -1.29 0.000
H 2.25 -4.30 -0.06 0.000
H 1.74 -2.52 -2.26 0.000
H 3.19 -0.99 -2.84 0.000
H 4.13 -0.23 -1.64 0.000
H 2.73 -1.72 0.96 0.000
H 4.11 -0.90 0.43 0.000
N -1.59 3.63 -2.41 0.024
C -1.16 3.07 -1.50 -0.005
C -4.30 2.92 -1.38 0.001
S -4.06 1.13 -1.45 -0.001
C -4.08 0.68 0.25 -0.001
C -3.41 1.23 1.28 0.003
S -2.36 2.63 1.36 0.023
S -3.55 0.34 2.80 0.001
C -4.54 -0.96 2.25 0.000
S -5.03 -2.23 3.20 0.001
S -4.98 -0.79 0.59 -0.001
H -4.37 3.23 -2.42 0.000
H -3.44 3.40 -0.92 0.000
H -5.22 3.15 -0.85 0.000
```

HOMO energy (alpha / beta)   -4.68 / -4.86 eV
Charge   -1
Energy relative to the best compared isomer or geometry (same formula, charge and spin)   0.591 eV
Max |F|   0.017 hartree/bohr
Expectation value of S²   0.7588
LUMO (alpha / beta)   1.58 / 1.58 eV
Spin multiplicity   2

---

ORCA calculation (wB97M-V/def2-TZVPD) on a single C5H8N2 molecule at a distorted geometry.

XYZ file:
```
15
Properties=species:S:1:pos:R:3:mulliken_charge:R:1
C 2.20 -0.81 1.29 -0.720
N 0.83 -0.83 0.82 -0.288
C 0.35 0.16 0.21 -0.138
C -1.09 0.13 -0.36 0.698
C -1.41 1.34 -1.25 -1.330
C -1.39 -1.28 -0.66 -0.057
N -1.63 -2.38 -0.41 -0.472
H 2.72 -1.68 0.89 0.258
H 2.19 -0.93 2.38 0.249
H 2.76 0.10 1.04 0.314
H 0.95 1.07 0.00 0.290
H -2.35 1.19 -1.78 0.385
H -0.63 1.64 -1.96 0.373
H -1.55 2.19 -0.56 0.313
H -1.94 0.09 0.35 0.125
```

HOMO energy   -10.05 eV
SMILES   C/N=C/[C@@H](C)C#N
Energy relative to the best compared isomer or geometry (same formula, charge and spin)   1.842 eV
Max |F|   0.032 hartree/bohr
LUMO   0.80 eV